A structure of composition C16H26N4OP2PmS in a non-equilibrium geometry. Source: the OMol25 dataset; level of theory: wB97M-V/def2-TZVPD.

Each line ends with the Löwdin spin population.
Geometry (Å):
Pm (0.04, -0.03, 0.24)  4.042
P (1.01, 2.62, 0.27)  -0.004
P (2.11, -1.90, 0.47)  0.090
N (-1.74, 0.96, -0.82)  -0.007
N (-1.06, -1.78, -0.68)  0.285
H (-3.57, 0.24, -1.87)  0.000
H (-3.04, -2.18, -1.44)  0.010
H (-3.37, -0.22, -0.15)  0.000
C (-2.83, -0.07, -1.10)  0.001
H (-1.97, -1.39, -2.64)  0.014
C (-2.22, -1.44, -1.55)  0.032
H (-2.33, 2.76, -1.77)  0.000
H (-0.67, -3.83, -1.17)  0.001
C (-1.59, 2.18, -1.19)  0.002
C (-0.29, -2.88, -0.75)  0.026
H (-0.79, 4.06, -0.50)  0.000
C (-0.41, 3.12, -0.94)  0.000
H (0.05, 3.39, -1.91)  0.000
H (3.29, -1.57, -0.31)  0.028
H (2.66, -2.08, 1.81)  0.007
H (2.13, 3.20, -0.33)  -0.001
H (0.96, 3.71, 1.16)  0.000
O (1.12, 0.38, -1.65)  -0.003
C (0.74, 0.11, -2.98)  0.001
C (1.05, 1.28, -3.91)  0.001
C (1.43, -1.19, -3.43)  0.003
H (-0.37, -0.04, -3.04)  0.000
H (0.43, 2.15, -3.64)  0.000
H (2.12, 1.57, -3.83)  0.000
H (0.83, 0.96, -4.94)  0.000
H (1.21, -2.01, -2.74)  0.002
H (1.09, -1.46, -4.44)  0.000
H (2.52, -1.03, -3.44)  0.000
C (1.00, -3.11, -0.19)  0.443
H (1.27, -4.17, -0.12)  0.017
N (-2.74, -2.28, 1.84)  0.006
C (-2.24, -1.40, 2.70)  0.001
N (-1.20, -0.60, 2.47)  -0.003
C (-0.87, 0.16, 3.60)  0.000
C (0.18, 1.08, 3.66)  0.001
C (0.38, 1.74, 4.88)  0.000
C (-0.42, 1.50, 6.00)  0.000
C (-1.47, 0.58, 5.93)  0.000
C (-1.70, -0.07, 4.72)  0.000
S (-2.95, -1.25, 4.30)  0.000
H (-3.55, -2.84, 2.10)  0.000
H (-2.26, -2.40, 0.95)  0.002
H (0.80, 1.25, 2.77)  0.000
H (1.19, 2.45, 4.93)  0.000
H (-0.22, 2.03, 6.93)  0.000
H (-2.11, 0.37, 6.78)  0.000

Calculated total energy: -2608.20286 hartree
2S+1: 6
Charge: +2
Expectation value of S²: 8.784
LUMO level (alpha / beta): -0.23177 / -0.34779 hartree
HOMO-LUMO gap (alpha / beta): 7.612 / 4.455 eV

=====

A structure of composition C4H14InO5 in a non-equilibrium geometry. Source: the OMol25 dataset; level of theory: wB97M-V/def2-TZVPD.

Each line ends with the natural charge from an NBO analysis.
Geometry (Å):
In (1.88, 0.90, -0.03)  0.997
O (4.05, 5.24, -1.09)  -0.823
H (3.63, 5.90, -1.64)  0.487
H (4.69, 5.72, -0.57)  0.494
C (-2.88, 1.98, -3.74)  -0.090
C (-3.61, 1.99, -2.35)  -0.087
O (-2.97, 0.98, -1.54)  -0.464
O (-1.51, 2.38, -3.58)  -0.498
H (-3.48, 2.60, -4.40)  0.247
H (-2.99, 1.02, -4.24)  0.267
H (-4.67, 1.75, -2.47)  0.253
H (-3.48, 2.93, -1.83)  0.269
H (-3.67, 0.32, -1.65)  0.505
H (-1.41, 3.09, -4.21)  0.518
C (0.90, -3.93, 2.99)  -0.106
C (2.05, -3.59, 3.91)  -0.085
O (2.52, -2.30, 3.71)  -0.494
O (1.16, -3.97, 1.67)  -0.474
H (0.02, -3.30, 3.15)  0.262
H (0.61, -4.96, 3.20)  0.250
H (2.96, -4.17, 3.73)  0.293
H (1.79, -3.69, 4.96)  0.247
H (2.98, -2.02, 4.51)  0.521
H (1.42, -4.88, 1.52)  0.511

Calculated total energy: -725.72353 hartree
2S+1: 1
Charge: +3
LUMO level: -0.62289 hartree
HOMO-LUMO gap: 1.564 eV

=====

Calculated energy relative to the best compared isomer or geometry (same formula, charge and spin) in order - 44.83, 30.58 kcal/mol